one:
A 2-piece molecular cluster, C3H13N2O overall. Source: OMol25; level of theory: wB97M-V/def2-TZVPD.

## Properties
**HOMO-LUMO gap**: 0.4013 Ha
**Charge**: +1
**HOMO**: -13.86 eV

Bonds (Å) are listed after each position.
CARTESIAN COORDINATES (ANGSTROEM)
1 C -0.900 1.553 -0.211  C2 1.538, N5 1.472, H6 1.090, H7 1.088
2 C -0.959 0.147 -0.831  C1 1.538, C3 1.534, H8 1.094, H9 1.094
3 C -1.425 -0.860 0.228  C2 1.534, N4 1.532, H10 1.083, H11 1.085
4 N -0.116 -1.185 0.955  C3 1.532, H12 1.022, H13 1.037, H14 1.029
5 N 0.391 1.701 0.481  C1 1.472, H15 1.012, H16 1.003
6 H -1.629 1.585 0.598  C1 1.090
7 H -1.125 2.273 -0.995  C1 1.088
8 H -1.656 0.154 -1.675  C2 1.094
9 H -0.064 -0.290 -1.281  C2 1.094
10 H -2.058 -0.361 0.952  C3 1.083
11 H -1.894 -1.778 -0.111  C3 1.085
12 H -0.208 -1.642 1.864  N4 1.022
13 H 0.292 -0.256 1.167  N4 1.037
14 H 0.474 -1.736 0.318  N4 1.029
15 H 0.311 2.370 1.236  N5 1.012
16 H 1.121 2.038 -0.120  N5 1.003
17 H 3.457 -0.928 -0.232  O19 0.964
18 H 3.257 -1.573 -1.545  O19 0.980
19 O 2.731 -1.214 -0.798  H17 0.964, H18 0.980



two:
A 2-piece molecular cluster, C3H13N2O overall. Source: OMol25; level of theory: wB97M-V/def2-TZVPD.

## Properties
**HOMO-LUMO gap**: 0.3983 Ha
**Charge**: +1
**HOMO**: -13.93 eV

Bonds (Å) are listed after each position.
CARTESIAN COORDINATES (ANGSTROEM)
1 C 0.617 -0.714 -1.250  N2 1.435, C3 1.502, H6 1.112, H7 1.094
2 N -0.301 -0.568 -2.343  C1 1.435, H8 1.014, H9 1.007
3 C 0.680 0.555 -0.448  C1 1.502, N4 1.540, H10 1.093, H11 1.090
4 N -0.757 0.958 -0.066  C3 1.540, C5 1.509, H12 1.014, H13 1.027
5 C -1.457 -0.040 0.824  N4 1.509, H14 1.094, H15 1.087, H16 1.085
6 H 1.670 -0.945 -1.521  C1 1.112
7 H 0.347 -1.564 -0.616  C1 1.094
8 H 0.044 0.143 -2.977  N2 1.014
9 H -0.620 -1.404 -2.805  N2 1.007
10 H 0.937 1.420 -1.064  C3 1.093
11 H 1.242 0.497 0.484  C3 1.090
12 H -0.696 1.841 0.428  N4 1.014
13 H -1.171 0.935 -1.007  N4 1.027
14 H -0.714 -0.594 1.407  C5 1.094
15 H -2.093 -0.668 0.206  C5 1.087
16 H -2.000 0.542 1.562  C5 1.085
17 H 1.876 -0.788 3.111  O19 0.941
18 H 1.287 0.663 3.123  O19 0.962
19 O 1.109 -0.266 2.951  H17 0.941, H18 0.962



three:
A 2-piece molecular cluster, C3H13N2O overall. Source: OMol25; level of theory: wB97M-V/def2-TZVPD.

## Properties
**HOMO-LUMO gap**: 0.4112 Ha
**Charge**: +1
**HOMO**: -14.02 eV

Bonds (Å) are listed after each position.
CARTESIAN COORDINATES (ANGSTROEM)
1 C 0.415 1.005 -0.761  C2 1.524, N5 1.522, H6 1.090, H7 1.094
2 C 1.137 -0.299 -1.078  C1 1.524, C3 1.545, H8 1.096, H9 1.089
3 C 1.832 -0.931 0.149  C2 1.545, N4 1.492, H10 1.099, H11 1.099
4 N 0.922 -1.356 1.253  C3 1.492, H12 1.014, H13 1.013
5 N -0.553 0.781 0.392  C1 1.522, H14 1.027, H15 1.107, H16 1.027
6 H 1.155 1.699 -0.364  C1 1.090
7 H -0.158 1.421 -1.595  C1 1.094
8 H 0.348 -0.967 -1.442  C2 1.096
9 H 1.834 -0.118 -1.896  C2 1.089
10 H 2.700 -0.305 0.396  C3 1.099
11 H 2.286 -1.877 -0.179  C3 1.099
12 H 0.678 -2.338 1.203  N4 1.014
13 H 1.313 -1.122 2.159  N4 1.013
14 H -0.511 1.592 1.021  N5 1.027
15 H -0.130 -0.040 1.002  N5 1.107
16 H -1.570 0.679 0.283  N5 1.027
17 H -4.135 0.644 0.561  O19 0.975
18 H -4.040 0.649 -0.944  O19 0.966
19 O -3.525 0.883 -0.161  H17 0.975, H18 0.966



three (0.0050 hartree below the next structure)